Record 1
A structure of composition C15H23B2BaF5O19PPd2 at a distorted geometry. Source: the OMol25 dataset; level of theory: the ωB97M-V functional and the def2-TZVPD basis.

XYZ file:
```
68
Properties=species:S:1:pos:R:3:forces:R:3:lowdin_charge:R:1
O -24.408 -9.279 -13.970 0.1 -0.5 -0.4 0.191
O -17.061 -6.790 -11.714 -0.8 -0.7 -0.4 0.145
H -20.919 -12.966 -11.431 -0.5 0.3 -0.3 0.172
Pd -17.922 -11.614 -17.459 0.2 -0.8 -0.1 1.055
Pd -15.498 -13.132 -15.580 0.6 0.2 -0.5 1.107
C -20.514 -12.965 -14.520 0.0 -2.2 -0.2 -0.542
C -15.815 -8.623 -12.121 -0.4 -0.2 -1.4 -0.108
O -15.499 -8.142 -10.825 -0.4 -0.5 -0.5 0.098
O -14.280 -11.973 -19.451 -0.4 1.4 0.9 0.030
O -16.143 -6.290 -9.725 -0.2 -0.2 0.1 0.202
O -14.090 -13.151 -17.545 0.3 -0.1 -0.4 0.100
H -17.061 -9.414 -17.711 -0.2 1.8 2.7 -0.165
C -17.159 -7.987 -12.444 1.1 -0.5 0.0 -0.314
O -13.254 -11.311 -15.334 -1.0 1.0 -0.4 0.096
H -11.852 -9.154 -12.356 -0.1 0.0 0.0 0.152
C -13.976 -12.193 -20.828 0.3 -0.7 0.2 -0.011
C -13.835 -12.983 -18.704 -0.1 -0.1 0.0 -0.551
O -15.747 -9.376 -14.842 -2.0 -0.4 -0.1 -0.473
H -15.149 -8.278 -12.916 0.4 0.5 0.5 0.110
F -21.268 -6.818 -14.665 1.0 0.1 0.4 0.047
C -20.517 -12.506 -12.333 1.0 0.8 -0.1 -0.272
O -22.545 -8.168 -13.479 1.3 -0.9 0.0 0.112
O -11.858 -10.718 -13.729 -0.6 0.2 0.5 0.117
C -11.305 -9.520 -13.223 1.0 1.2 0.0 -0.039
H -10.243 -9.612 -12.995 -0.1 -0.6 0.3 0.156
C -21.241 -9.103 -15.128 0.9 0.1 -0.6 -0.085
H -16.710 -14.678 -16.427 1.2 -2.1 0.7 0.017
Ba -14.768 -9.208 -17.302 0.4 -0.2 0.1 2.021
C -16.257 -7.034 -10.636 0.8 1.0 0.4 -0.537
H -15.829 -9.692 -12.336 0.0 -0.2 1.2 0.123
H -20.891 -8.776 -16.106 0.8 0.2 0.4 0.145
H -18.286 -14.177 -17.426 -1.0 -1.0 -0.5 0.031
F -20.347 -11.150 -12.132 -0.3 0.0 0.3 0.041
C -21.218 -8.049 -14.043 -2.9 0.9 -0.1 -0.239
H -20.686 -9.982 -14.788 -0.5 -0.3 -0.2 0.113
H -11.465 -7.481 -14.325 -0.6 -0.3 0.5 0.180
F -10.286 -8.718 -15.233 0.3 -0.2 0.2 0.083
C -11.347 -8.562 -14.405 -1.0 -1.0 -1.2 -0.213
H -17.694 -13.202 -15.967 -1.1 1.1 1.2 -0.028
P -16.664 -10.585 -15.122 1.8 -0.9 -0.5 0.113
H -13.708 -11.282 -21.354 -0.1 0.1 0.2 0.149
O -21.318 -12.646 -13.472 0.4 0.2 0.4 0.151
B -17.272 -9.684 -18.765 -1.1 0.1 -0.2 -0.506
H -18.331 -12.368 -12.746 -0.2 0.2 0.6 0.116
H -17.262 -7.918 -13.524 -0.3 0.9 0.1 0.147
O -13.078 -13.784 -19.445 1.6 -0.4 -0.9 0.176
O -18.048 -10.494 -15.793 -1.0 1.8 3.2 -0.375
F -18.210 -8.744 -12.000 -0.2 0.0 0.2 0.058
O -22.612 -9.293 -15.390 -0.6 -1.1 0.9 0.085
O -20.853 -13.026 -15.654 0.1 0.8 0.0 0.179
C -19.149 -13.086 -12.706 -0.3 -0.2 -0.4 -0.042
O -19.338 -13.493 -14.067 -0.3 0.5 0.0 0.043
H -18.377 -9.976 -18.933 -1.7 0.2 -0.3 0.017
O -12.473 -9.166 -15.154 -0.8 0.9 -0.1 0.015
H -20.575 -8.082 -13.167 0.6 0.1 -0.5 0.157
O -15.975 -11.189 -16.400 1.6 -1.1 -3.1 -0.727
O -16.305 -11.845 -14.264 -1.5 1.2 2.4 -0.386
F -11.610 -12.530 -20.816 0.3 0.1 1.1 0.093
C -12.790 -13.173 -20.716 -1.9 0.1 -1.1 -0.255
H -16.688 -10.622 -18.773 2.3 -2.9 -0.8 -0.095
C -12.690 -10.438 -14.742 2.7 -1.1 0.1 -0.569
H -16.744 -9.010 -19.484 0.8 1.6 -1.8 -0.017
C -23.292 -9.007 -14.253 -0.7 1.2 0.2 -0.545
H -18.925 -13.918 -12.039 0.2 -0.2 -0.4 0.139
B -17.340 -13.848 -16.867 -1.3 0.3 0.1 -0.440
H -14.883 -12.654 -21.218 0.3 -0.1 -0.5 0.154
H -12.795 -13.871 -21.550 -0.1 -0.7 0.6 0.177
H -16.729 -13.172 -17.506 2.0 0.9 -2.5 -0.080
```
Positions in Å, forces in eV/Å.

- expectation value of S² = 6.010
- net charge = +1
- frontier orbital gap (alpha / beta) (Eh) = 0.3160 / 0.2461
- multiplicity = 5
- electronic energy (eV) = -86703.5821
- relative energy (zero: lowest compared OMol25 entry of this formula, charge and spin) (kcal per mole) = 61.61

Record 2
A cluster of 2 separate species, C15H23BrClIN2O3P in total at a distorted geometry. Source: the OMol25 dataset; level of theory: the ωB97M-V functional and the def2-TZVPD basis.

XYZ file:
```
47
Properties=species:S:1:pos:R:3:forces:R:3:nbo_charge:R:1
P 1.603 1.698 -1.190 1.4 -0.9 -1.0 1.072
N -0.038 -2.457 0.679 -0.7 0.6 -0.3 -0.824
C 3.856 -1.795 -2.535 -0.1 0.4 0.1 -0.725
H 3.829 -4.130 -0.908 0.2 0.0 -0.2 0.236
H 3.480 -0.788 -2.725 0.1 -0.1 0.0 0.231
C 4.510 -3.340 -0.585 0.0 0.2 0.4 -0.725
H 4.826 -1.904 -3.022 -0.1 -0.2 -0.1 0.245
H 3.146 -2.517 -2.944 0.2 -0.1 -0.1 0.237
H -0.720 -1.332 2.279 0.6 1.1 -0.7 0.229
H -2.790 1.009 -1.431 1.1 0.7 0.7 0.242
C -0.326 -1.111 1.244 -0.6 1.1 1.4 -0.104
C -3.624 3.473 -1.094 0.8 0.3 -0.7 -0.635
H 4.563 -3.347 0.505 0.0 0.0 -0.1 0.236
C 4.000 -2.002 -1.051 0.0 0.2 0.2 0.617
C -3.392 -1.821 -0.033 1.1 -0.4 -1.0 0.452
C -2.337 2.904 -0.305 -1.4 0.8 -1.0 -0.209
N -1.031 0.672 -0.298 -0.5 -1.9 2.1 -0.333
O -2.636 -2.298 -0.845 -1.0 1.1 1.4 -0.517
H 1.985 1.416 2.409 -1.3 -0.4 -0.2 0.275
C 0.338 0.692 3.637 0.6 0.3 -0.8 -0.055
H 0.572 -0.466 -0.911 0.4 1.4 0.3 0.285
H -4.402 3.898 -0.404 0.8 -0.6 -0.7 0.258
O 1.089 1.595 -2.825 -0.5 1.1 2.1 -0.962
H 5.510 -3.517 -0.986 -0.1 -0.1 -0.1 0.244
C -1.483 -0.242 0.527 -0.8 -1.0 0.4 0.570
H -3.064 -0.946 1.953 0.1 0.8 -0.9 0.293
C 0.904 1.106 2.259 0.0 -0.3 0.5 -0.490
H 1.838 -0.575 0.937 -1.0 0.7 0.9 0.300
Cl -2.807 2.655 1.437 0.6 -0.1 -0.7 -0.045
C 0.014 0.392 4.767 0.0 0.3 0.3 -0.213
Br 1.314 3.825 -0.454 -0.7 -0.6 -0.3 -0.220
O 3.716 -1.122 -0.259 -0.2 -0.2 -0.1 -0.588
C -1.885 1.595 -1.071 -0.6 0.6 -0.6 -0.262
H -3.255 4.322 -1.755 -0.5 -1.0 0.8 0.233
H -0.253 0.229 5.837 0.4 0.1 -1.7 0.268
I -5.381 -2.726 0.090 0.7 0.7 0.3 0.132
H 0.377 2.014 1.830 0.4 -1.0 0.9 0.244
H 0.541 2.371 -3.060 0.3 -0.5 -0.1 0.495
H 0.681 -2.940 1.229 -0.2 0.7 -0.1 0.388
H -4.056 2.703 -1.809 0.3 0.8 1.1 0.215
H -3.705 0.242 0.629 0.8 -0.8 0.7 0.287
H -1.586 3.741 -0.328 -0.4 -1.3 0.3 0.253
C 0.473 0.491 -0.290 0.0 -0.3 -1.1 -0.417
H -1.378 1.942 -2.027 -0.3 -0.6 1.3 0.255
H -0.896 -3.002 0.850 0.6 0.1 -0.5 0.371
C -2.981 -0.578 0.894 0.2 -0.6 -1.5 -0.612
C 0.862 -0.032 1.158 -0.3 -0.8 -1.5 -0.231
```
Positions in Å, forces in eV/Å.

- net charge = +1
- frontier orbital gap (Eh) = 0.2884
- multiplicity = 1
- electronic energy (eV) = -124995.7378

Record 3
The molecule C15H23BrN2O2. Source: the OMol25 dataset; level of theory: the ωB97M-V functional and the def2-TZVPD basis.

XYZ file:
```
43
Properties=species:S:1:pos:R:3:forces:R:3:nbo_charge:R:1
H 3.066 1.687 -1.072 0.0 0.0 0.0 0.176
H -3.368 3.000 -1.841 0.0 0.1 -0.1 0.199
H -3.252 0.797 2.280 0.0 -0.1 0.0 0.211
C 0.961 -1.210 1.014 -0.2 -0.3 0.0 -0.098
H 0.875 0.020 2.758 0.0 -0.1 0.0 0.202
N -0.883 0.333 1.723 0.1 0.1 0.1 -0.443
H 4.326 1.034 0.013 0.0 0.0 0.0 0.175
H -0.266 -1.329 2.773 0.2 0.1 0.0 0.217
H -4.108 -0.317 1.221 -0.1 0.0 0.0 0.214
C -3.595 1.518 0.265 -0.1 -0.1 0.0 -0.208
N -2.415 2.248 -0.162 -0.1 0.1 0.0 -0.457
H 4.700 1.357 -1.697 0.0 0.0 0.1 0.202
O 3.606 -0.288 -1.417 -0.1 -0.4 -0.1 -0.479
H 1.822 -4.107 -3.107 0.0 0.0 0.0 0.177
C 1.948 -0.471 0.355 0.2 0.0 -0.2 -0.242
C -3.289 0.402 1.264 0.0 0.1 -0.3 -0.420
C 1.416 -3.022 -0.537 0.1 -0.1 -0.2 -0.326
H -4.348 2.195 0.710 0.0 0.0 -0.1 0.162
O 3.082 -2.681 -2.276 0.0 0.3 0.2 -0.476
C -2.778 3.366 -1.001 0.0 0.0 0.0 -0.398
Br -0.502 -3.669 1.412 0.1 0.0 -0.1 0.032
C -0.416 1.538 1.072 -0.1 0.3 0.1 -0.217
C -1.964 -0.320 1.004 -0.3 0.0 0.2 -0.237
C 0.185 -0.563 2.139 0.0 0.0 0.1 -0.227
H -1.770 -0.372 -0.078 0.0 -0.1 0.0 0.183
C -1.514 2.598 0.922 0.4 -0.2 -0.1 -0.234
H -1.021 3.542 0.674 -0.1 0.0 0.0 0.201
C 2.364 -2.267 -1.202 0.0 0.2 0.1 0.281
H -3.371 4.131 -0.472 0.0 0.0 0.0 0.160
C 2.856 -3.978 -2.771 0.0 -0.2 -0.1 -0.252
H 3.093 -4.742 -2.023 0.0 0.0 0.0 0.177
H -2.035 2.734 1.878 0.0 0.1 0.0 0.183
C 2.643 -0.961 -0.734 0.0 -0.1 -0.1 0.261
H -0.021 1.336 0.061 0.0 0.1 0.1 0.174
H 1.196 -4.030 -0.848 0.0 -0.1 -0.1 0.235
H -2.055 -1.335 1.391 0.1 0.0 -0.1 0.211
H 3.527 -4.087 -3.621 -0.1 0.0 0.1 0.202
C 3.930 1.017 -1.007 0.0 0.2 0.1 -0.251
H -1.875 3.832 -1.394 0.0 0.1 -0.1 0.196
C 0.731 -2.491 0.550 -0.1 0.1 0.2 -0.059
H -4.036 1.084 -0.639 -0.1 0.1 0.1 0.191
H 2.174 0.513 0.734 0.0 0.1 0.0 0.216
H 0.384 1.958 1.689 0.1 0.0 0.0 0.188
```
Positions in Å, forces in eV/Å.

- frontier orbital gap (Eh) = 0.3209
- multiplicity = 1
- structure (SMILES) = COc1cc(Br)c(CN2CCCN(C)CC2)cc1OC
- electronic energy (eV) = -93044.5435
- relative energy (zero: lowest compared OMol25 entry of this formula, charge and spin) (kcal per mole) = 16.52

Record 4
The ion C15H23BrNO2 with charge +1 at a distorted geometry. Source: the OMol25 dataset; level of theory: the ωB97M-V functional and the def2-TZVPD basis.

XYZ file:
```
42
Properties=species:S:1:pos:R:3:forces:R:3:nbo_charge:R:1
H -2.228 -1.487 0.882 0.0 0.0 0.0 0.234
C 0.454 1.518 3.399 0.1 -0.1 -0.1 -0.017
H -1.499 1.606 2.505 -0.1 0.0 0.0 0.231
H 3.789 1.005 -0.417 0.0 0.0 -0.1 0.198
C 0.040 1.309 1.055 0.1 -0.2 -0.3 -0.132
C 2.279 1.182 1.837 0.1 0.0 -0.3 -0.284
C 2.996 -0.984 -0.785 0.1 0.4 0.2 -0.093
H 0.356 -3.338 -2.553 -0.2 0.1 0.0 0.231
C 2.956 0.547 -0.957 0.1 -0.5 -0.1 -0.101
H -1.104 1.600 4.869 -0.1 0.0 0.1 0.220
H -0.786 -3.689 -0.607 0.1 0.1 -0.2 0.218
H -2.629 -3.195 0.776 0.0 0.0 0.0 0.241
H 2.127 -1.713 -3.151 -0.1 0.0 0.0 0.202
H -3.551 -0.984 -0.930 -0.1 0.0 0.0 0.230
H -0.246 -2.121 -3.703 -0.1 0.0 0.1 0.234
C 1.394 1.168 0.766 -0.3 0.0 0.0 0.326
H -4.091 -2.659 -0.999 0.0 0.0 -0.1 0.245
H 1.081 -0.363 -2.630 0.0 0.0 0.0 0.190
H 3.153 -1.248 0.263 0.1 0.0 -0.1 0.206
C -0.027 1.730 4.798 0.0 0.1 0.1 -0.628
C 0.104 -2.284 -2.683 0.9 0.1 -0.3 -0.230
H -0.935 -0.921 -1.539 0.1 -0.2 0.0 0.463
H -2.381 -3.267 -2.558 0.2 0.1 0.0 0.222
H 3.338 1.070 1.673 0.1 0.0 0.0 0.224
C -0.439 1.489 2.334 0.1 0.0 0.0 -0.218
H 3.042 0.821 -2.012 0.0 0.0 0.1 0.202
H -0.076 -2.251 0.149 0.0 0.0 -0.2 0.263
O 1.707 1.061 -0.557 0.0 0.2 0.2 -0.517
H 2.514 1.370 3.941 0.1 0.0 0.1 0.225
H 0.217 2.740 5.125 0.0 0.0 0.1 0.233
H -2.619 -1.571 -3.044 0.2 0.0 -0.1 0.234
H 3.815 -1.394 -1.389 0.0 0.0 0.1 0.188
C -0.921 -2.621 -0.428 0.0 -0.3 1.0 -0.226
O 1.767 -1.599 -1.114 -0.3 -0.2 -0.3 -0.551
C 1.807 1.356 3.126 -0.2 0.0 0.0 -0.179
C -3.214 -2.018 -0.981 0.0 0.0 0.0 -0.426
N -0.980 -1.938 -1.742 0.1 0.4 0.0 -0.398
H 0.459 1.035 5.480 0.0 0.0 0.1 0.227
C 1.337 -1.415 -2.448 0.0 0.0 0.1 -0.086
Br -1.167 1.226 -0.417 -0.3 0.2 0.1 0.043
C -2.349 -2.229 -2.221 -0.8 0.0 -0.2 -0.218
C -2.283 -2.337 0.205 0.0 0.0 0.0 -0.429
```
Positions in Å, forces in eV/Å.

- net charge = +1
- frontier orbital gap (Eh) = 0.3315
- multiplicity = 1
- structure (SMILES) = Cc1ccc(OCCOCC[NH+]2CCCC2)c(Br)c1
- electronic energy (eV) = -91549.5896
- relative energy (zero: lowest compared OMol25 entry of this formula, charge and spin) (kcal per mole) = 0.64

Record 5
A structure of composition C15H23ClN2OsS at a distorted geometry. Source: the OMol25 dataset; level of theory: the ωB97M-V functional and the def2-TZVPD basis.

XYZ file:
```
43
Properties=species:S:1:pos:R:3:forces:R:3:nbo_charge:R:1
H -1.755 1.209 -4.339 -0.1 0.0 -0.2 0.195
H 0.417 2.377 5.768 0.0 0.3 -0.2 0.444
C 1.654 -1.473 2.002 1.5 -1.6 1.3 -0.221
H 1.586 2.121 -3.972 0.0 0.1 -0.1 0.205
H -2.374 1.456 -0.557 0.3 -0.3 0.2 0.285
H 2.194 1.537 -5.507 -0.2 -0.1 0.0 0.241
H -1.225 2.162 -5.713 0.2 -0.2 0.1 0.241
H 0.324 -3.177 1.425 -0.1 -0.2 0.1 0.275
C -2.154 0.754 0.247 -0.6 -0.4 -0.1 -0.084
C 1.600 1.243 -4.627 1.0 0.4 0.3 -0.660
H 2.934 0.310 1.563 0.2 0.0 0.1 0.296
H 2.198 0.489 -4.103 0.1 -0.1 -0.1 0.189
C 1.246 -1.966 -0.197 0.4 -1.9 -0.7 -0.229
H -0.068 -1.285 4.066 -0.2 0.5 0.7 0.415
N -0.121 -0.644 4.859 0.1 -0.3 -0.9 -0.765
H -0.986 -0.886 -4.373 -0.2 0.0 -0.1 0.194
C -0.024 -0.676 -4.851 -0.3 -1.2 0.1 -0.657
C 2.365 -0.530 1.208 2.4 -0.6 0.6 -0.217
H 1.644 -1.491 3.084 0.1 0.0 -0.2 0.263
C 0.945 -2.351 1.137 1.2 -2.3 0.8 -0.254
C -1.872 -1.197 1.458 0.3 -0.3 0.2 -0.256
C -2.229 1.076 1.630 -0.4 0.0 -0.1 -0.079
H 0.070 0.981 6.714 0.2 0.2 -0.6 0.429
C -2.106 -0.130 2.378 -0.1 -0.3 0.0 -0.143
C -0.877 1.696 -4.776 -0.9 0.7 0.2 -0.662
Os 0.392 -0.418 0.819 -8.1 6.1 -0.1 0.735
H -1.854 -2.264 1.720 -0.2 0.7 -0.2 0.274
N 0.240 1.390 5.790 -0.2 -0.5 0.0 -0.727
C -1.960 -0.659 0.131 0.1 0.0 -0.3 -0.273
H -0.167 -1.039 5.780 0.0 -0.2 0.2 0.428
C 0.125 0.658 4.683 -0.1 -0.2 0.8 0.325
H -2.334 -0.245 3.440 0.3 0.1 -0.4 0.268
H 0.945 -2.481 -1.087 -0.3 0.0 -0.2 0.294
H -2.410 2.067 2.029 0.0 -0.2 0.0 0.272
C 0.242 0.758 -4.875 0.1 0.1 0.1 0.090
Cl 0.448 1.704 0.031 0.6 0.9 -0.6 -0.207
H 2.646 -0.441 -1.000 -0.5 0.4 0.1 0.307
C 2.136 -0.875 -0.146 2.3 -0.1 -0.9 -0.184
H -0.633 2.526 -4.105 0.1 0.1 -0.1 0.203
H -2.124 -1.255 -0.774 0.3 0.3 0.4 0.295
H 0.729 -1.210 -4.262 0.2 -0.1 -0.1 0.187
H -0.057 -1.190 -5.823 0.0 0.2 0.0 0.241
S 0.251 1.367 3.120 0.4 -0.1 0.1 0.026
```
Positions in Å, forces in eV/Å.

- expectation value of S² = 6.028
- net charge = +2
- frontier orbital gap (alpha / beta) (Eh) = 0.1308 / 0.2196
- multiplicity = 5
- electronic energy (eV) = -44712.0419

- multiplicity of number 5 (C15H23ClN2OsS)?
  5

- Which formula does entry 5 have?
  C15H23ClN2OsS